Density functional theory data (ωB97M-V/def2-TZVPD) for a molecular structure, C6H10IN2 at a distorted geometry.

Last column: Mulliken charge in e.
CARTESIAN COORDINATES (ANGSTROEM)
C: 1.206 2.896 0.988  -0.0010
C: -0.001 -0.055 0.335  -0.1225
C: 1.287 1.877 -0.216  -0.6396
C: -1.749 -1.845 0.840  -1.2028
C: -0.026 -1.869 -1.123  -0.7273
C: -1.030 -1.017 -0.228  0.1924
N: 0.302 2.925 1.779  -0.4158
N: 0.218 1.070 -0.378  -0.0342
I: 1.655 -1.601 0.246  0.3207
H: 2.027 3.492 0.909  0.4449
H: 1.376 2.429 -1.089  0.4433
H: 2.243 1.413 -0.078  0.3124
H: -2.355 -1.204 1.463  0.3607
H: -0.928 -2.275 1.526  0.1978
H: -2.434 -2.597 0.493  0.4052
H: 0.051 -2.983 -1.425  0.4215
H: 0.251 -1.351 -2.024  0.3681
H: -1.650 -0.641 -1.029  0.4326
H: -0.442 1.335 -0.990  0.2435

Computed properties:
Charge ... +1
Molecular weight ... 237.064 u
E ... -17452.195 eV
Energy relative to the best compared isomer or geometry (same formula, charge and spin) ... 5.577 eV
E_HOMO (spin up / spin down) ... -13.2 / -12.6 eV
Kohn-Sham gap (spin up / spin down) ... 0.2753 / 0.2837 Ha

Density functional theory data (ωB97M-V/def2-TZVPD) for a molecular structure, C34H24N5O7V at a distorted geometry.

Last column: Mulliken charge in e.
CARTESIAN COORDINATES (ANGSTROEM)
V: 0.928 -2.170 -0.141  0.0598
O: 3.700 -3.271 2.909  -0.4308
C: 2.751 -2.965 2.064  0.5012
O: 2.730 -1.995 1.330  -0.5185
C: 1.603 -3.955 2.081  0.4900
C: 1.501 -5.087 2.869  -0.9505
C: 0.383 -5.887 2.705  -0.9699
C: -0.580 -5.551 1.754  -0.9207
C: -0.396 -4.409 1.014  1.0495
N: 0.662 -3.629 1.206  0.8301
C: -1.256 -3.838 -0.094  0.4306
O: -2.375 -4.355 -0.478  -0.4450
O: -0.857 -2.815 -0.634  -0.2954
H: 4.421 -2.613 2.848  0.4767
H: 2.281 -5.337 3.577  0.6753
H: 0.263 -6.780 3.305  0.4966
H: -1.441 -6.192 1.603  0.3513
H: -2.620 -5.170 -0.012  0.3210
C: -5.372 9.702 -2.223  -0.8507
O: -5.083 9.148 -0.937  -0.4513
C: -4.395 7.990 -0.898  0.9262
C: -4.099 7.502 0.374  -0.7292
C: -3.413 6.316 0.511  -0.4978
C: -3.009 5.591 -0.610  0.1861
C: -3.292 6.094 -1.869  -0.8117
C: -3.982 7.287 -2.024  -0.4669
C: -2.307 4.313 -0.506  0.4002
N: -1.727 3.676 -1.504  -0.8052
C: -1.221 2.539 -0.953  0.8715
C: -1.482 2.460 0.389  -0.0404
N: -2.182 3.614 0.668  -0.0839
C: -1.041 1.384 1.208  0.0027
C: -1.197 1.275 2.601  -0.4282
C: -0.673 0.195 3.261  -1.2910
C: -0.028 -0.802 2.531  0.0331
N: 0.125 -0.748 1.216  0.3544
C: -0.350 0.350 0.554  0.4439
C: -0.058 0.434 -0.860  0.0781
N: 0.686 -0.583 -1.392  0.1628
C: 1.035 -0.523 -2.675  0.0298
C: 0.659 0.546 -3.492  -1.1256
C: -0.094 1.562 -2.971  -0.3287
C: -0.470 1.518 -1.615  0.0414
H: -5.889 10.635 -2.034  0.2430
H: -6.017 9.035 -2.795  0.3528
H: -4.453 9.899 -2.776  0.3532
H: -4.413 8.077 1.236  0.4403
H: -3.173 5.979 1.515  0.2436
H: -2.970 5.538 -2.741  0.4292
H: -4.197 7.654 -3.016  0.4191
H: -2.565 3.900 1.554  0.1988
H: -1.716 2.047 3.158  0.4918
H: -0.759 0.097 4.334  0.4664
H: 0.368 -1.669 3.043  0.3754
H: 1.642 -1.332 -3.054  0.4399
H: 0.979 0.554 -4.524  0.4583
H: -0.402 2.408 -3.574  0.6167
O: 3.794 -2.238 -2.124  -0.5604
C: 3.365 -3.096 -1.422  0.2587
O: 2.021 -3.121 -1.068  -0.3059
C: 4.155 -4.202 -0.836  0.3462
C: 5.540 -4.100 -0.876  -0.6213
C: 6.318 -5.107 -0.328  -0.5809
C: 5.715 -6.219 0.251  -0.4806
C: 4.330 -6.331 0.277  -0.6562
C: 3.549 -5.319 -0.265  0.0160
H: 5.990 -3.231 -1.339  0.4885
H: 7.396 -5.033 -0.360  0.4405
H: 6.327 -7.009 0.666  0.4305
H: 3.867 -7.215 0.699  0.4518
H: 2.470 -5.418 -0.290  0.4736

Computed properties:
Spin multiplicity ... 3
Charge ... +2
Molecular weight ... 665.538 u
E ... -83109.924 eV
Expectation value of S² ... 2.012
Energy relative to the best compared isomer or geometry (same formula, charge and spin) ... 0.936 eV
E_HOMO (spin up / spin down) ... -11.8 / -11.8 eV
Kohn-Sham gap (spin up / spin down) ... 0.1760 / 0.1722 Ha

Density functional theory data (ωB97M-V/def2-TZVPD) for a single C7H8O4 molecule at a distorted geometry.

Last column: Mulliken charge in e.
CARTESIAN COORDINATES (ANGSTROEM)
C: -1.581 -2.305 0.001  -0.6341
O: -0.162 -2.020 0.070  -0.6495
C: 0.203 -0.708 0.021  0.8925
C: 0.042 0.074 -1.087  0.4372
O: -0.397 -0.459 -2.224  -0.5239
C: 0.542 1.401 -1.009  -0.5958
C: 0.903 1.981 0.189  0.5106
O: 1.218 3.322 0.283  -0.5310
C: 1.121 1.189 1.343  -0.7913
C: 0.715 -0.183 1.190  0.1222
O: 0.764 -1.075 2.257  -0.5874
H: -1.873 -2.966 0.739  0.3051
H: -1.926 -2.808 -0.967  0.2003
H: -2.013 -1.278 0.048  0.3127
H: -0.819 0.275 -2.706  0.3207
H: 0.520 1.992 -1.977  0.2058
H: 0.822 3.819 -0.444  0.3023
H: 1.531 1.609 2.343  0.3208
H: 0.391 -1.858 1.927  0.3827

Computed properties:
Molecular weight ... 156.137 u
E ... -15577.151 eV
Energy relative to the best compared isomer or geometry (same formula, charge and spin) ... 1.427 eV
E_HOMO ... -8.4 eV
Kohn-Sham gap ... 0.3297 Ha
SMILES ... COc1c(O)cc(O)cc1O

Density functional theory data (ωB97M-V/def2-TZVPD) for 2 unconnected molecules or ions with the total composition C8H10O2 at a distorted geometry.

Last column: Mulliken charge in e.
CARTESIAN COORDINATES (ANGSTROEM)
C: -1.119 -0.717 -0.002  -0.8646
C: -1.099 -1.765 -0.888  -0.2259
C: -0.154 -2.866 -0.768  -0.4920
C: 0.960 -2.761 0.133  -0.1384
C: 1.084 -1.606 0.913  -0.7489
C: 0.084 -0.617 0.712  0.2603
H: -1.684 0.148 0.053  0.9011
H: -2.146 -1.988 -1.515  0.1709
H: -0.325 -3.812 -1.290  0.3583
H: 1.693 -3.610 0.268  0.3001
H: 1.896 -1.656 1.703  0.2977
H: 0.063 0.277 1.367  0.1793
C: 0.450 3.424 0.258  -0.8980
C: -0.335 2.390 -0.388  0.7874
O: -1.557 2.432 -0.561  -0.6207
O: 0.386 1.260 -0.579  -0.4853
H: -0.150 4.205 0.797  0.2879
H: 1.103 2.737 1.000  0.2384
H: 1.189 3.873 -0.417  0.2931
H: -0.339 0.651 -0.795  0.3993

Computed properties:
Molecular weight ... 138.166 u
E ... -12550.946 eV
Energy relative to the best compared isomer or geometry (same formula, charge and spin) ... 2.715 eV
E_HOMO ... -9.0 eV
Kohn-Sham gap ... 0.3639 Ha
SMILES ... c1ccccc1.CC(=O)O

Density functional theory data (ωB97M-V/def2-TZVPD) for 7 unconnected molecules or ions with the total composition C20H40Br6O6 at a distorted geometry.

Last column: Mulliken charge in e.
CARTESIAN COORDINATES (ANGSTROEM)
C: 2.742 -6.769 3.197  -1.1455
C: 1.793 -6.637 2.010  -0.2019
O: 1.066 -5.417 2.154  -0.3194
C: 0.657 -4.754 1.047  0.6291
C: 0.276 -3.374 1.366  -0.4626
O: 0.773 -5.109 -0.110  -0.5978
H: 3.403 -7.631 3.282  0.3747
H: 2.157 -6.662 4.111  0.2796
H: 3.410 -5.908 3.177  0.3028
H: 2.334 -6.682 1.065  0.3193
H: 1.162 -7.526 2.034  0.2712
H: -0.807 -3.301 1.268  0.2318
H: 0.756 -2.603 0.763  -0.0315
H: 0.440 -3.213 2.432  0.3585
C: 2.240 2.162 0.311  -1.1427
C: 0.941 1.234 0.335  0.1698
O: 0.649 0.770 -0.997  0.0348
C: 0.157 1.504 -1.958  0.7520
C: 0.155 0.825 -3.294  -0.9681
O: -0.273 2.668 -1.883  -0.5894
H: 3.112 1.595 0.638  0.3243
H: 2.057 2.887 1.104  0.2115
H: 2.438 2.710 -0.610  0.3745
H: 1.119 0.343 0.937  0.2471
H: 0.054 1.762 0.686  -0.1502
H: -0.767 1.127 -3.790  0.0939
H: 0.416 -0.233 -3.251  0.2474
H: 0.867 1.241 -4.006  0.3787
C: -2.825 0.436 1.062  -0.4132
C: -3.535 -0.881 0.774  0.6140
C: -3.393 -1.430 -0.622  -0.6673
O: -4.059 -1.516 1.693  -0.6220
H: -1.810 0.346 0.675  -0.2047
H: -2.827 0.593 2.140  0.2924
H: -3.374 1.201 0.513  0.3872
H: -2.628 -0.902 -1.191  -0.0058
H: -4.267 -1.444 -1.273  0.3195
H: -3.070 -2.470 -0.580  0.3057
C: 3.527 -3.578 -1.355  -0.7949
C: 4.054 -2.175 -1.313  0.3772
C: 3.040 -1.044 -1.166  -0.3640
O: 5.251 -1.988 -1.395  -0.5847
H: 3.998 -4.285 -0.672  0.2901
H: 3.717 -3.875 -2.386  0.2751
H: 2.462 -3.664 -1.139  0.1215
H: 2.134 -1.434 -1.629  0.1793
H: 3.441 -0.165 -1.671  0.3862
H: 2.806 -0.863 -0.117  0.0721
Br: -0.877 3.057 2.801  -0.0489
C: -0.123 3.683 4.585  -0.4800
C: 0.607 2.475 5.191  -0.6228
Br: 2.313 2.147 4.221  -0.1410
H: -0.959 3.972 5.221  0.3682
H: 0.476 4.560 4.337  0.2033
H: 0.061 1.541 5.317  0.3805
H: 0.899 2.698 6.217  0.3691
Br: -3.922 -0.930 -4.199  -0.1348
C: -4.260 1.039 -4.424  -0.6542
C: -5.135 1.235 -5.704  -0.5604
Br: -6.919 0.574 -5.102  -0.1397
H: -3.356 1.645 -4.483  0.3316
H: -4.813 1.319 -3.528  0.4138
H: -4.746 0.753 -6.601  0.3657
H: -5.277 2.271 -6.014  0.3866
Br: 0.894 6.442 2.217  -0.1843
C: 0.084 5.919 0.436  -0.5191
C: -0.117 7.174 -0.506  -0.5216
Br: -0.702 6.450 -2.259  -0.1613
H: -0.865 5.410 0.609  0.3642
H: 0.759 5.148 0.064  0.2700
H: 0.840 7.666 -0.681  0.3662
H: -0.833 7.880 -0.087  0.3933

Computed properties:
Molecular weight ... 855.958 u
E ... -453927.833 eV
Energy relative to the best compared isomer or geometry (same formula, charge and spin) ... 0.000 eV
E_HOMO ... -9.5 eV
Kohn-Sham gap ... 0.3556 Ha
SMILES ... CCOC(C)=O.CCOC(C)=O.CC(C)=O.CC(C)=O.BrCCBr.BrCCBr.BrCCBr

Density functional theory data (ωB97M-V/def2-TZVPD) for 4 unconnected molecules or ions with the total composition C12H27Cl6N at a distorted geometry.

Last column: Mulliken charge in e.
CARTESIAN COORDINATES (ANGSTROEM)
C: -29.983 -33.522 9.495  -0.6904
C: -31.442 -33.069 9.207  -0.5613
N: -31.486 -31.768 8.484  0.8786
C: -32.440 -31.782 7.363  0.1953
C: -33.773 -32.090 7.807  -1.4224
C: -31.501 -30.638 9.293  -0.7068
C: -31.049 -29.303 8.640  -1.3969
H: -29.801 -34.039 8.544  -0.2967
H: -30.012 -34.287 10.222  0.4491
H: -29.292 -32.903 10.097  0.3572
H: -31.973 -33.049 10.131  0.4506
H: -31.737 -33.966 8.460  0.0435
H: -32.344 -32.693 6.882  -0.5660
H: -32.036 -31.015 6.633  0.4792
H: -33.998 -32.915 8.642  0.1887
H: -34.420 -32.191 6.861  0.3721
H: -34.235 -31.255 8.395  0.4107
H: -30.986 -30.844 10.217  0.4175
H: -32.522 -30.800 9.790  0.3833
H: -31.644 -29.080 7.828  0.3923
H: -30.049 -29.360 8.273  0.2390
H: -31.115 -28.478 9.343  0.4132
Cl: -27.807 -36.255 8.529  -0.1299
C: -28.134 -37.937 9.036  -0.4798
C: -29.512 -38.354 8.541  -0.4556
Cl: -29.795 -38.508 6.824  -0.1460
H: -28.022 -37.977 10.155  0.3153
H: -27.527 -38.523 8.367  0.3184
H: -30.272 -37.613 8.954  0.2531
H: -29.772 -39.423 8.906  0.3372
Cl: -27.784 -32.961 3.955  -0.1969
C: -27.834 -32.294 5.597  -0.2229
C: -28.910 -31.205 5.883  0.2722
Cl: -28.573 -29.774 4.856  -0.2061
H: -26.804 -31.998 5.737  0.4613
H: -28.000 -33.149 6.198  -0.0373
H: -28.897 -30.933 6.928  0.0901
H: -29.945 -31.542 5.594  -0.1645
Cl: -31.483 -35.373 3.034  -0.2100
C: -30.497 -35.625 4.388  -0.1879
C: -30.936 -34.855 5.536  0.3504
Cl: -32.476 -35.417 6.178  -0.1908
H: -29.593 -35.351 4.038  0.2824
H: -30.328 -36.830 4.514  0.0610
H: -31.122 -33.747 5.419  0.0446
H: -30.119 -34.902 6.440  -0.1881

Computed properties:
Molecular weight ... 398.073 u
E ... -89502.799 eV
Energy relative to the best compared isomer or geometry (same formula, charge and spin) ... 3.588 eV
E_HOMO ... -8.0 eV
Kohn-Sham gap ... 0.3127 Ha
SMILES ... CCN(CC)CC.ClCCCl.ClCCCl.ClCCCl

Density functional theory data (ωB97M-V/def2-TZVPD) for a gas-phase ion, C6H11N2 (charge +1) at a distorted geometry.

Last column: Mulliken charge in e.
CARTESIAN COORDINATES (ANGSTROEM)
C: -2.122 0.214 -0.500  -0.0982
C: 0.225 0.128 1.370  -0.7505
C: 0.504 -0.728 0.284  0.4301
C: 0.259 0.613 -0.086  1.0124
C: 1.092 -2.000 0.103  -1.0444
C: 1.352 1.528 -0.737  -1.4545
N: -1.934 -1.004 -0.242  -0.4675
N: -1.045 1.076 -0.520  -0.2294
H: -3.192 0.734 -0.388  0.2865
H: -0.732 0.349 1.964  0.2409
H: 1.028 0.289 2.137  0.3469
H: 0.493 -2.791 -0.494  0.3289
H: 1.380 -2.345 1.088  0.3585
H: 2.092 -2.022 -0.469  0.3242
H: 1.881 0.970 -1.440  0.4109
H: 1.910 2.202 -0.024  0.3343
H: 0.810 2.243 -1.362  0.4223
H: -2.765 -1.542 0.139  0.2494
H: -1.238 2.083 -0.821  0.2992

Computed properties:
Charge ... +1
Molecular weight ... 111.168 u
E ... -9369.692 eV
Energy relative to the best compared isomer or geometry (same formula, charge and spin) ... 5.042 eV
E_HOMO ... -13.4 eV
Kohn-Sham gap ... 0.2757 Ha